{"formula": "C35H50NO17", "method": "the ωB97M-V functional and the def2-TZVPD basis", "elements": ["C", "N", "C", "C", "C", "C", "O", "H", "H", "H", "H", "H", "H", "H", "H", "H", "H", "H", "H", "H", "H", "C", "C", "C", "O", "C", "C", "C", "O", "O", "O", "H", "H", "H", "H", "C", "C", "C", "O", "C", "C", "C", "O", "O", "O", "H", "H", "H", "H", "C", "C", "C", "O", "C", "C", "C", "O", "O", "O", "H", "H", "H", "H", "C", "C", "O", "C", "H", "H", "H", "H", "H", "H", "C", "C", "O", "C", "H", "H", "H", "H", "H", "H", "C", "C", "O", "C", "H", "H", "H", "H", "H", "H", "C", "C", "O", "C", "H", "H", "H", "H", "H", "H"], "positions_angstrom": [[-0.30008, -0.00583, -0.18987], [1.11392, 0.17417, 0.28813], [1.64392, -1.16283, 0.89213], [1.98792, 0.33017, -0.98687], [1.27792, 1.40617, 1.15813], [2.63192, 1.53017, 1.90813], [2.54992, 2.60317, 2.66013], [-0.37508, -0.76983, -0.95987], [-0.55908, 0.77317, -0.82887], [-1.16608, -0.14283, 0.56013], [2.65192, -1.24783, 1.27413], [1.55992, -1.94783, 0.08813], [1.18092, -1.31483, 1.88013], [2.03892, -0.57983, -1.60087], [3.07192, 0.35817, -0.58787], [2.00992, 1.14617, -1.52787], [0.44592, 1.17317, 1.91113], [0.75092, 2.33517, 0.49013], [3.29292, 1.51217, 0.99513], [2.95392, 0.68717, 2.63013], [2.10892, 2.27717, 3.43213], [1.96592, -0.75583, -4.53487], [0.44092, -0.38283, -4.54387], [-0.40908, -0.96383, -5.47987], [-1.57308, -0.59183, -5.50187], [0.10192, -1.96783, -6.42387], [1.67192, -2.38683, -6.37987], [2.53692, -1.65683, -5.47587], [3.78192, -1.92383, -5.53787], [2.15892, -3.19083, -7.34787], [-0.06108, 0.44017, -3.56087], [2.58092, -0.39983, -3.72487], [-0.60408, -2.54783, -7.08587], [1.54392, -3.70883, -7.41887], [-1.03308, 0.41517, -3.61987], [0.87092, -4.18683, -3.30287], [1.37992, -5.16283, -4.30787], [0.43692, -5.98783, -5.03887], [0.87692, -6.77683, -5.81587], [-0.93608, -5.58283, -4.83887], [-1.46508, -4.69583, -3.79287], [-0.46508, -3.81983, -3.20187], [-0.93908, -2.90383, -2.47687], [-2.84508, -4.42583, -3.51287], [2.63292, -5.45483, -4.45187], [1.50792, -3.63883, -2.75587], [-1.70708, -6.11983, -5.38187], [-3.33508, -5.20483, -4.06887], [2.57392, -6.09583, -5.31187], [-2.19508, 1.34017, 3.20513], [-2.10608, -0.06583, 3.05513], [-3.31508, -0.97183, 2.64313], [-3.23508, -2.11483, 2.63413], [-4.42008, -0.22683, 2.23113], [-4.57308, 1.26617, 2.48713], [-3.42608, 1.98717, 2.90513], [-3.55708, 3.27417, 3.07813], [-5.67008, 2.04017, 2.29313], [-0.99408, -0.86183, 3.45513], [-1.30408, 1.90117, 3.45613], [-5.24608, -0.71983, 1.81713], [-5.21208, 2.89917, 2.33313], [-1.32708, -1.83183, 3.36213], [-1.94708, 5.40817, 0.36413], [-2.04308, 4.06917, -0.35387], [-1.53308, 3.05717, 0.20613], [-2.65508, 4.00917, -1.74987], [-1.22808, 5.33917, 1.31013], [-2.85008, 5.66417, 0.80713], [-1.57908, 6.10917, -0.32887], [-2.17008, 4.75017, -2.37887], [-3.59108, 4.31617, -1.59787], [-2.54408, 3.11417, -2.08187], [0.68092, -5.08683, 1.72213], [-0.63408, -4.38983, 1.44013], [-0.67308, -3.19083, 1.77213], [-1.77608, -5.15383, 0.78913], [0.72692, -5.23483, 2.74113], [1.39292, -4.60683, 1.06313], [0.78792, -6.01983, 1.41213], [-1.40208, -5.53783, -0.19487], [-2.76708, -4.50683, 0.79413], [-2.09908, -6.09183, 1.10213], [-0.60408, 1.55317, 7.57613], [0.33992, 2.67117, 7.06713], [0.80092, 2.54917, 6.03613], [0.55192, 3.94717, 7.95913], [-1.57608, 1.85217, 7.93813], [-0.30108, 1.11717, 8.54913], [-0.82508, 0.62717, 6.92113], [0.83092, 3.59217, 8.80913], [-0.23808, 4.62917, 7.92713], [1.36192, 4.41817, 7.39713], [4.33292, 4.45517, -0.27187], [2.84292, 4.69817, -0.52987], [2.30692, 4.25917, -1.54287], [2.12792, 5.60517, 0.37313], [4.83892, 3.40917, -0.30287], [4.49292, 4.47717, 0.75313], [4.96892, 5.23917, -0.85087], [1.11492, 5.92817, -0.16487], [2.62092, 6.43117, 0.63413], [1.93492, 5.15117, 1.33913]], "mulliken_charge": [-0.4764, 1.0882, -0.7918, -1.3209, 0.8725, -0.3652, -0.4481, 0.1244, 0.6359, -0.3749, 0.4062, 0.0237, 0.3626, -0.2809, 0.4179, 1.0246, -0.4645, -0.2587, 0.1576, 0.1892, 0.3436, -0.7824, -0.0287, 1.0550, -0.6469, -0.6221, 0.5607, 0.2776, -0.5915, -0.3901, -0.3612, 0.5771, 0.3222, 0.2894, 0.3613, -1.1724, 0.1272, 0.9424, -0.6215, -0.8351, 0.5462, 0.8373, -0.7664, -0.4394, -0.5678, 0.7512, 0.3076, 0.3867, 0.4592, -0.4819, -0.0023, 0.9958, -0.4459, -0.9138, -0.1750, 1.2555, -0.7711, -0.5424, -0.6387, 0.4940, 0.5483, 0.4123, 0.3048, -1.2598, 1.0283, -0.4369, -1.6669, 0.1883, 0.4187, 0.4532, 0.4150, 0.4959, 0.4140, -1.4275, 0.7322, -0.3272, -0.9536, 0.4207, 0.2436, 0.5190, 0.1240, 0.1862, 0.5039, -1.0215, 0.7176, -0.4271, -1.2329, 0.3832, 0.3616, 0.1356, 0.4506, 0.3559, 0.2872, -1.1840, 0.8458, -0.5757, -0.9213, 0.2763, 0.4200, 0.2996, 0.0543, 0.6045, 0.2193], "max_force_ev_per_a": 14.45, "de_lowest_kcal_mol": 43.3, "homo_lumo_gap_ev": 6.549, "total_charge": 1, "total_energy_ev": -73380.049}